1) {
  "formula": "H22O11",
  "method": "the ωB97M-V functional and the def2-TZVPD basis",
  "elements": ["H", "H", "H", "H", "H", "H", "H", "O", "H", "O", "O", "O", "H", "H", "O", "H", "O", "H", "H", "H", "H", "H", "O", "H", "O", "H", "O", "H", "H", "O", "H", "H", "O"],
  "positions_angstrom": [[0.28511, -2.06892, -1.69865], [2.23123, -2.69745, -1.34901], [1.33762, -1.57226, -0.87224], [-0.24005, -3.47591, 1.01711], [-1.52106, 2.12044, -1.86848], [0.30066, 1.11234, -1.25557], [-1.77606, 1.07068, -0.52167], [0.31318, -1.44809, -0.97063], [0.99233, 0.42745, 0.92777], [0.58388, 2.77666, 0.07347], [-1.42605, 1.99018, -0.92495], [1.00670, -1.62445, 1.10604], [-2.85379, 0.38122, 0.28769], [-0.08742, -1.97019, 0.97989], [1.61910, 0.79549, 1.55062], [2.47465, 0.63934, 1.15076], [-0.68021, -2.67744, 0.72568], [-1.61671, -0.28937, 2.36841], [-1.86743, 0.50485, 1.10420], [-1.96865, 2.67410, -0.53243], [-0.76510, 0.62690, 0.28145], [0.61485, 2.19656, -2.26436], [0.16418, 0.40010, 0.24617], [-0.18889, 2.21406, 0.02308], [1.03087, 1.56836, -1.67399], [1.08273, 2.57057, -0.71705], [2.25667, -1.80457, -1.00499], [1.43365, -1.38647, 1.92903], [1.71658, -1.95077, 0.55303], [-2.12907, 0.44156, 2.02277], [-0.58798, -1.41360, -0.64977], [0.18250, -0.47880, -0.13253], [-1.91801, 0.34750, 0.08916]],
  "orbital_gap_ev": 7.25,
  "lumo_energy_ev": -0.9,
  "e_homo_ev": -8.191,
  "spin_multiplicity": 1
}

=====

2) {
  "formula": "H22O11",
  "method": "the ωB97M-V functional and the def2-TZVPD basis",
  "elements": ["O", "H", "H", "H", "H", "O", "H", "O", "H", "H", "H", "H", "O", "H", "H", "H", "O", "H", "H", "O", "H", "H", "O", "O", "O", "H", "O", "H", "O", "H", "H", "H", "H"],
  "positions_angstrom": [[-2.57630, -1.08241, 3.26398], [-1.15220, -0.15848, -3.44712], [2.56186, 0.22493, -3.25567], [-4.18763, 3.16495, -1.19083], [3.07940, 2.45148, 2.63775], [3.27170, -0.48831, -3.23689], [2.52727, 2.54638, 4.06849], [-3.83409, 2.41110, -0.52785], [-1.85605, -0.92381, 3.93484], [2.34305, 3.28831, -1.37086], [-1.75738, -0.96953, -4.57768], [-1.48611, -2.96679, -1.97941], [2.45600, -0.00418, 1.04358], [0.06028, -3.24667, -2.55697], [-0.80068, -3.62490, 0.74277], [3.68143, -0.85337, -2.40249], [-0.57610, -3.19524, -1.78346], [-0.13231, -2.16109, -0.12056], [-3.13847, -1.77940, 3.60100], [2.77444, 1.91415, 3.35823], [-0.35021, -0.54679, -0.81871], [-0.67826, -4.69016, -0.31584], [-0.97242, 2.75168, 4.14841], [1.67134, 3.11310, -2.04831], [-0.18516, -1.14299, -0.06664], [-3.09332, 2.27177, -0.96182], [-0.91543, -4.59821, 0.63907], [-1.09864, 3.54659, 3.47163], [-1.78468, -0.85742, -3.69203], [1.85219, 0.67833, 0.76561], [2.13672, -0.90605, 1.11311], [2.20570, 2.99370, -2.84573], [-0.04590, 2.83933, 4.41041]],
  "smiles": "O.O.O.O.O.O.O.O.O.O.O",
  "orbital_gap_ev": 10.49,
  "lumo_energy_ev": -0.3,
  "e_homo_ev": -10.774,
  "spin_multiplicity": 1
}

=====

3) {
  "formula": "H22O11",
  "method": "the ωB97M-V functional and the def2-TZVPD basis",
  "elements": ["H", "H", "O", "O", "O", "H", "H", "H", "H", "H", "O", "O", "O", "H", "H", "O", "H", "H", "H", "H", "H", "O", "O", "H", "H", "O", "H", "O", "H", "H", "H", "H", "H"],
  "positions_angstrom": [[-13.12839, -16.52152, 4.76854], [-13.49385, -21.04380, 4.51399], [-10.28096, -21.86208, 4.70440], [-10.01420, -18.47225, 6.00798], [-10.64221, -15.42746, 5.70025], [-10.95743, -22.51417, 4.74023], [-8.76328, -21.74104, 7.31680], [-10.35572, -19.23210, 3.46213], [-10.67767, -18.53402, 5.31289], [-11.71751, -18.70491, 8.22666], [-12.18788, -17.87635, 8.06598], [-7.34312, -19.72597, 6.21776], [-11.25681, -19.53753, 3.77002], [-12.86506, -19.77026, 5.15608], [-11.33031, -14.91622, 6.00033], [-13.43752, -20.50797, 5.30433], [-11.12059, -16.13561, 5.18758], [-9.57369, -19.35020, 5.86352], [-9.50854, -18.29558, 8.37570], [-12.05363, -17.63691, 7.15347], [-7.43699, -16.70375, 8.05087], [-13.01099, -17.19497, 5.49276], [-9.36925, -21.33993, 7.97417], [-8.13744, -16.80901, 6.68118], [-9.20243, -20.42130, 7.86660], [-9.38492, -18.75818, 9.20357], [-11.59088, -19.89933, 2.92626], [-8.25717, -16.46034, 7.53849], [-9.81199, -18.17316, 9.83117], [-6.51738, -19.92030, 5.74460], [-7.52478, -18.87605, 5.90674], [-13.96681, -17.34262, 5.60118], [-10.77195, -21.09279, 4.42245]],
  "smiles": "O.O.O.O.O.O.O.O.O.O.O",
  "orbital_gap_ev": 9.62,
  "lumo_energy_ev": -0.5,
  "e_homo_ev": -10.160,
  "spin_multiplicity": 1
}

=====

4) {
  "formula": "H22O11",
  "method": "the ωB97M-V functional and the def2-TZVPD basis",
  "elements": ["H", "H", "O", "H", "H", "H", "H", "H", "O", "O", "H", "H", "H", "H", "H", "H", "H", "O", "H", "O", "H", "H", "H", "H", "H", "O", "O", "H", "H", "O", "O", "O", "O"],
  "positions_angstrom": [[3.18600, 8.51700, 40.66000], [4.26300, 11.06100, 38.58700], [4.10500, 9.52700, 37.51200], [5.66700, 7.03000, 38.42400], [4.37400, 8.66100, 37.97100], [1.06700, 10.73100, 37.95300], [1.91100, 9.44600, 42.34200], [3.34800, 9.32100, 37.05800], [4.49600, 11.12100, 43.27000], [6.44900, 10.41600, 40.35800], [4.00800, 8.66800, 43.17900], [2.39200, 11.40200, 38.47100], [0.26100, 6.68100, 42.83100], [3.41100, 10.06000, 40.60000], [1.64100, 6.96700, 38.59000], [4.35400, 8.34300, 44.59200], [4.05700, 11.02100, 44.01600], [4.14800, 11.54700, 39.46900], [1.20500, 8.26400, 39.27600], [3.37600, 9.34300, 41.19700], [5.76900, 10.82100, 39.84700], [5.28400, 11.45900, 43.35000], [0.86100, 8.69400, 43.07900], [5.75400, 7.93800, 39.52200], [6.24200, 10.21100, 41.18700], [1.75800, 7.51400, 39.39300], [5.23700, 7.37400, 39.11600], [1.30100, 6.94100, 41.64700], [4.86300, 12.22100, 39.36000], [0.41100, 7.31400, 42.03300], [1.26900, 9.55700, 42.97300], [4.44600, 7.91600, 43.70800], [1.69400, 11.49400, 37.85800]],
  "smiles": "O.O.O.O.O.O.O.O.O.O.O",
  "orbital_gap_ev": 9.92,
  "lumo_energy_ev": -0.1,
  "e_homo_ev": -10.060,
  "spin_multiplicity": 1
}

=====

It is 1) that is the least stable of them.